(1)
A structure of composition C30H53BrN5NiO3Si, computed with ωB97M-V with the def2-TZVPD basis set.

Geometry as XYZ:
```
94
C30H53BrN5NiO3Si | the Open Molecules 2025 dataset | ωB97M-V with the def2-TZVPD basis set
Ni 0.394 -0.942 0.263
C 3.199 -1.040 2.159
N 2.954 0.372 2.387
C 4.136 1.218 2.381
C 1.695 0.869 2.404
N 0.702 0.211 1.861
N 1.519 2.096 2.982
C 2.112 2.399 4.280
C 0.319 2.855 2.680
H 4.025 -1.361 2.795
H 3.476 -1.232 1.116
H 2.314 -1.621 2.396
H 4.777 0.916 1.550
H 4.713 1.117 3.303
H 3.855 2.259 2.248
H -0.185 0.597 2.162
H 2.835 1.639 4.557
H 1.334 2.422 5.047
H 2.609 3.371 4.262
H -0.536 2.548 3.295
H 0.063 2.749 1.627
H 0.515 3.907 2.882
C 3.555 -3.186 -3.855
N 2.865 -3.130 -2.567
C 2.959 -4.174 -1.701
C 2.356 -4.197 -0.493
C 1.597 -3.036 -0.153
O 0.962 -2.845 0.926
N 1.522 -2.001 -1.021
C 2.114 -1.988 -2.251
O 2.013 -1.061 -3.037
H 3.396 -4.161 -4.313
H 4.623 -3.013 -3.725
H 3.144 -2.412 -4.492
H 3.558 -5.004 -2.053
H 2.432 -5.038 0.175
C -3.691 -3.845 3.966
C -3.095 -2.601 3.279
C -3.730 -1.359 3.920
C -1.591 -2.547 3.591
Si -3.446 -2.670 1.406
Br -2.100 -0.953 0.546
C -2.894 -4.280 0.537
C -4.036 -5.313 0.608
C -1.666 -4.917 1.203
C -2.528 -4.050 -0.938
C -5.164 -2.018 0.865
C -5.373 -0.516 1.122
C -6.262 -2.779 1.632
C -5.384 -2.228 -0.642
H -3.521 -3.766 5.044
H -3.224 -4.773 3.634
H -4.768 -3.936 3.817
H -3.444 -1.327 4.976
H -4.819 -1.377 3.883
H -3.385 -0.431 3.456
H -1.469 -2.454 4.675
H -1.103 -1.686 3.129
H -1.054 -3.439 3.278
H -4.343 -5.528 1.634
H -3.678 -6.252 0.176
H -4.919 -5.016 0.044
H -1.870 -5.258 2.218
H -0.803 -4.252 1.214
H -1.389 -5.802 0.621
H -3.346 -3.641 -1.529
H -2.252 -5.013 -1.378
H -1.668 -3.385 -1.040
H -5.250 -0.230 2.164
H -6.399 -0.266 0.834
H -4.709 0.101 0.517
H -6.264 -2.534 2.695
H -6.187 -3.863 1.533
H -7.237 -2.484 1.233
H -4.621 -1.725 -1.241
H -6.351 -1.796 -0.914
H -5.408 -3.278 -0.930
C -0.362 1.035 -3.308
C 0.516 1.155 -2.105
O 0.160 0.639 -1.048
C 1.790 1.903 -2.192
C 2.212 2.458 -3.397
C 3.413 3.145 -3.469
C 4.197 3.282 -2.334
C 3.783 2.729 -1.128
C 2.586 2.040 -1.055
H -1.284 0.531 -3.031
H 0.165 0.445 -4.061
H -0.583 2.012 -3.738
H 1.612 2.347 -4.290
H 3.737 3.571 -4.409
H 5.134 3.822 -2.386
H 4.401 2.845 -0.248
H 2.254 1.601 -0.123
```

Results
Energy above the lowest of the compared OMol25 structures with the same formula, charge and spin   0.0 kJ/mol
E_tot   -164525.9773 eV
2S+1   3
Largest force on an atom   0.41 eV/Å
HOMO-LUMO gap (spin up / spin down)   9.1 / 8.7 eV
Net charge   +1
⟨S²⟩   2.004

---

(2)
A structure of composition C30H53ClN6PS3Tm in a non-equilibrium geometry, computed with ωB97M-V with the def2-TZVPD basis set.

Geometry as XYZ:
```
95
C30H53ClN6PS3Tm | the Open Molecules 2025 dataset | ωB97M-V with the def2-TZVPD basis set
Tm -0.783 -1.354 -0.818
N -2.914 -1.402 2.337
C -3.547 -1.053 1.215
N -3.068 -1.250 0.012
C -4.050 -0.790 -0.912
C -5.097 -0.121 -0.407
S -5.018 -0.112 1.330
C -3.831 -1.169 -2.327
C -4.722 -1.265 -3.349
S -3.993 -2.038 -4.677
C -2.559 -2.236 -3.799
N -2.559 -1.742 -2.592
N -1.552 -2.843 -4.431
H -2.114 -2.015 2.300
H -3.330 -1.253 3.257
H -5.961 0.285 -0.931
H -5.733 -0.996 -3.363
H -1.587 -3.140 -5.360
H -0.746 -2.999 -3.901
C -1.666 3.219 3.478
C -0.562 2.182 3.646
C -0.312 1.460 2.328
C -0.643 2.298 1.090
C -2.119 2.515 1.080
C -2.736 2.694 2.494
P -0.003 1.362 -0.378
C 1.795 1.578 -0.368
C 2.220 3.066 0.059
C 2.911 3.076 1.436
C 4.095 2.132 1.534
C 4.137 1.110 0.441
C 2.728 0.538 0.263
C -0.574 2.152 -1.929
C -0.544 3.741 -1.860
C -1.379 4.457 -2.908
C -1.550 3.585 -4.147
C -2.305 2.292 -3.728
C -1.920 1.690 -2.374
H -1.327 4.194 3.219
H -2.155 3.391 4.490
H -0.847 1.441 4.369
H 0.322 2.667 4.057
H -0.964 0.567 2.271
H 0.725 1.091 2.278
H -0.172 3.266 1.142
H -2.615 1.692 0.608
H -2.363 3.375 0.471
H -3.169 1.762 2.858
H -3.578 3.379 2.467
H 2.055 1.513 -1.428
H 1.430 3.804 0.011
H 2.921 3.326 -0.689
H 2.173 2.911 2.240
H 3.239 4.098 1.592
H 4.071 1.586 2.496
H 4.982 2.725 1.479
H 4.817 0.289 0.704
H 4.510 1.539 -0.477
H 2.305 0.217 1.239
H 2.683 -0.380 -0.389
H 0.243 1.808 -2.651
H 0.503 4.121 -1.851
H -0.991 4.002 -0.878
H -0.886 5.356 -3.202
H -2.418 4.647 -2.499
H -0.553 3.350 -4.581
H -2.194 4.127 -4.831
H -2.241 1.546 -4.495
H -3.367 2.588 -3.625
H -1.906 0.580 -2.452
H -2.725 1.910 -1.635
Cl 0.867 -1.192 -2.901
C 0.773 -2.745 -1.862
H 1.761 -2.723 -1.339
H 0.748 -3.605 -2.470
C 1.685 -7.288 1.012
C 2.295 -5.897 1.208
N 1.312 -4.839 1.424
C 1.513 -3.508 1.396
S 0.092 -2.458 1.598
N 2.686 -2.907 1.288
C 4.085 -3.367 1.533
C 4.649 -2.724 2.789
H 2.397 -8.102 1.217
H 1.232 -7.482 0.061
H 1.015 -7.495 1.866
H 2.945 -5.614 0.360
H 2.886 -5.992 2.109
H 0.354 -5.133 1.525
H 2.539 -1.905 1.343
H 4.796 -3.127 0.710
H 4.067 -4.446 1.691
H 4.619 -1.602 2.681
H 5.654 -3.037 2.995
H 4.116 -2.955 3.717
```

Results
Energy above the lowest of the compared OMol25 structures with the same formula, charge and spin   0.0 kJ/mol
E_tot   -124747.8407 eV
2S+1   3
Largest force on an atom   2.77 eV/Å
HOMO-LUMO gap (spin up / spin down)   8.5 / 8.5 eV
Net charge   +2
⟨S²⟩   2.002

---

(3)
A cluster of 9 separate species, C30H54Br6N2O4 in total in a non-equilibrium geometry, computed with ωB97M-V with the def2-TZVPD basis set.

Geometry as XYZ:
```
96
C30H54Br6N2O4 | the Open Molecules 2025 dataset | ωB97M-V with the def2-TZVPD basis set
C 4.277 -0.350 -4.994
C 5.568 -0.677 -5.652
C 5.642 -2.193 -5.539
O 5.114 -2.424 -4.241
C 4.141 -1.394 -3.828
H 3.452 -0.467 -5.697
H 4.292 0.660 -4.585
H 6.437 -0.262 -5.142
H 5.516 -0.392 -6.703
H 6.689 -2.477 -5.644
H 5.066 -2.694 -6.318
H 4.399 -0.814 -2.942
H 3.114 -1.756 -3.779
C -4.054 1.871 2.232
C -5.052 2.651 1.387
C -4.906 4.067 1.961
O -4.763 3.847 3.351
C -3.840 2.755 3.414
H -3.141 1.672 1.671
H -4.372 0.841 2.391
H -6.054 2.223 1.426
H -4.775 2.690 0.334
H -5.812 4.602 1.675
H -4.079 4.648 1.553
H -3.974 2.251 4.370
H -2.791 3.050 3.412
C -0.928 2.153 -5.009
C -2.051 1.947 -3.981
C -1.374 2.518 -2.675
O 0.010 2.098 -2.888
C 0.212 1.570 -4.203
H -0.829 3.201 -5.296
H -1.175 1.633 -5.935
H -2.421 0.946 -3.761
H -2.931 2.533 -4.247
H -1.871 2.221 -1.751
H -1.414 3.600 -2.544
H 0.206 0.480 -4.193
H 1.222 1.644 -4.605
C -3.023 -1.352 4.326
C -3.184 -1.558 5.772
C -2.632 -0.256 6.374
O -2.232 0.516 5.274
C -1.853 -0.375 4.233
H -3.984 -0.958 3.994
H -2.925 -2.371 3.953
H -2.491 -2.347 6.062
H -4.106 -1.952 6.201
H -1.817 -0.447 7.072
H -3.373 0.306 6.943
H -0.859 -0.783 4.419
H -1.818 0.168 3.289
Br -4.182 -2.091 0.851
C -4.752 -0.642 -0.370
C -4.748 -1.254 -1.796
Br -4.997 0.073 -3.184
H -4.075 0.209 -0.291
H -5.800 -0.477 -0.116
H -5.483 -2.048 -1.928
H -3.783 -1.736 -1.948
Br 3.393 -0.029 -0.327
C 1.412 -0.125 -0.665
C 0.739 -0.191 0.633
Br -1.260 -0.112 0.533
H 1.173 -0.963 -1.319
H 1.166 0.805 -1.177
H 0.922 0.754 1.145
H 1.018 -1.056 1.233
Br 1.284 2.927 7.126
C 2.251 1.867 5.742
C 1.163 1.106 5.016
Br 1.882 -0.270 3.811
H 2.972 1.283 6.313
H 2.881 2.432 5.055
H 0.467 1.679 4.403
H 0.550 0.561 5.734
N 6.093 -1.488 3.280
C 7.426 -1.481 3.083
C 7.574 -1.259 1.720
C 6.256 -1.018 1.133
C 5.386 -1.219 2.163
H 5.657 -1.566 4.188
H 8.075 -1.640 3.931
H 8.515 -1.153 1.202
H 6.028 -0.781 0.104
H 4.315 -1.097 2.093
N -1.247 -2.834 -4.866
C -1.520 -1.833 -4.055
C -0.854 -2.025 -2.890
C -0.056 -3.145 -3.009
C -0.260 -3.614 -4.294
H -1.501 -3.019 -5.825
H -2.234 -1.056 -4.287
H -1.039 -1.457 -1.990
H 0.562 -3.633 -2.270
H 0.177 -4.448 -4.823
```

Results
E_tot   -463398.9881 eV
2S+1   2
Largest force on an atom   4.66 eV/Å
HOMO-LUMO gap (spin up / spin down)   7.0 / 2.4 eV
Net charge   +1
⟨S²⟩   0.761